Entry 1:
The molecule C3H5N3 at a distorted geometry. Source: the OMol25 dataset; level of theory: the ωB97M-V functional and the def2-TZVPD basis.

ΔE to the lowest compared entry with this formula, charge and spin: 303.8 kJ/mol
DFT total energy: -7659.3070 eV
spin multiplicity: 1
HOMO energy: -9.42 eV
maximum force: 0.1222 hartree/bohr
molecular weight: 83.1 Da
frontier orbital gap: 9.99 eV

Geometry (Å):
C1 -0.61 0.54 1.20
C2 0.30 0.65 -1.34
C3 0.55 -1.15 -0.14
H1 -1.45 -0.27 1.51
H2 -1.46 1.38 1.24
H3 0.13 0.60 2.04
H4 -0.25 1.60 -1.60
H5 0.59 -2.01 0.74
N1 -0.10 -0.04 -0.19
N2 0.99 -0.11 -2.16
N3 1.32 -1.19 -1.30

Atom charges from the Mulliken analysis, given in e for atoms 1 to 4: number 1, C, carries -0.824; number 2, C, carries -0.054; number 3, C, carries 0.096; number 4, H, carries 0.303

---

Entry 2:
A structure of composition C18H45ClN3 at a distorted geometry. Source: the OMol25 dataset; level of theory: the ωB97M-V functional and the def2-TZVPD basis.

DFT total energy: -36373.5664 eV
spin multiplicity: 1
HOMO energy: -1.98 eV
maximum force: 0.1879 hartree/bohr
molecular weight: 339.0 Da
frontier orbital gap: 5.14 eV
net charge: -1

Geometry (Å):
Cl1 94.31 -39.96 103.06
C1 92.33 -37.85 101.80
C2 92.80 -37.52 103.30
N1 92.00 -36.60 104.10
C3 90.55 -36.82 104.31
C4 90.16 -38.21 104.51
C5 92.74 -36.30 105.38
C6 92.69 -34.85 105.54
H1 91.33 -37.75 101.54
H2 92.65 -38.78 101.52
H3 92.54 -37.29 101.10
H4 93.94 -37.37 103.27
H5 92.83 -38.58 103.82
H6 90.24 -36.61 103.32
H7 90.00 -36.30 104.94
H8 90.57 -38.80 105.42
H9 90.19 -38.84 103.75
H10 88.99 -38.29 104.52
H11 93.73 -36.34 105.44
H12 92.58 -36.83 106.24
H13 93.22 -34.59 106.49
H14 91.63 -34.49 105.33
H15 93.45 -34.30 104.93
C7 92.22 -40.95 98.93
C8 93.49 -40.10 98.81
N2 94.37 -40.42 99.89
C9 94.86 -41.89 99.93
C10 95.83 -42.15 98.80
C11 95.50 -39.49 100.12
C12 96.14 -39.58 101.37
H16 92.25 -42.04 98.60
H17 91.56 -40.59 98.17
H18 91.57 -40.89 99.94
H19 93.21 -39.00 98.93
H20 93.92 -40.42 97.80
H21 94.03 -42.61 100.11
H22 95.52 -42.18 100.72
H23 96.83 -41.62 98.75
H24 95.20 -41.85 97.79
H25 95.94 -43.39 98.69
H26 94.99 -38.32 100.10
H27 96.12 -39.45 99.35
H28 96.54 -38.73 101.72
H29 96.98 -40.28 101.45
H30 95.45 -40.04 102.15
C13 94.26 -44.85 104.81
C14 94.04 -43.60 105.63
N3 93.22 -42.63 105.05
C15 92.47 -41.70 105.97
C16 93.33 -40.78 106.81
C17 93.66 -41.86 103.92
C18 92.45 -41.68 102.95
H31 94.66 -45.91 105.10
H32 94.95 -44.66 104.02
H33 93.15 -45.22 104.55
H34 95.14 -43.09 105.74
H35 93.76 -44.06 106.56
H36 92.05 -42.30 106.72
H37 91.70 -41.21 105.39
H38 92.48 -40.53 107.74
H39 93.96 -40.09 106.24
H40 94.12 -41.26 107.38
H41 94.35 -42.48 103.43
H42 94.22 -40.90 104.13
H43 91.76 -40.74 103.03
H44 91.89 -42.66 102.80
H45 93.04 -41.46 101.99

Atom charges from the Mulliken analysis, given in e for atoms 1 to 4: number 1, Cl, carries -0.345; number 2, C, carries -1.893; number 3, C, carries -0.229; number 4, N, carries 0.226

---

Entry 3:
A structure of composition C32H110F3InO30Y at a distorted geometry. Source: the OMol25 dataset; level of theory: the ωB97M-V functional and the def2-TZVPD basis.

ΔE to the lowest compared entry with this formula, charge and spin: 121.2 kJ/mol
DFT total energy: -110739.1900 eV
spin multiplicity: 1
HOMO energy: -10.54 eV
maximum force: 0.0648 hartree/bohr
molecular weight: 1235.9 Da
frontier orbital gap: 1.93 eV
net charge: +1

Geometry (Å):
In1 -1.87 -4.61 5.40
Y1 -1.95 -3.74 0.83
O1 -2.21 -5.85 -0.27
C1 -1.94 -7.00 0.60
C2 -1.11 -6.68 1.98
O2 -1.14 -5.32 2.49
H1 -1.37 -7.75 0.05
H2 -2.84 -7.52 0.92
H3 -0.05 -6.95 1.90
H4 -1.57 -7.29 2.74
O3 -2.95 -2.73 3.05
C3 -4.35 -2.67 2.71
C4 -4.82 -2.40 1.22
O4 -4.21 -3.30 0.33
H5 -4.99 -2.05 3.34
H6 -4.73 -3.61 3.10
H7 -4.48 -1.38 1.05
H8 -5.91 -2.48 1.17
C5 0.50 -1.07 1.05
O5 -0.13 -0.71 -0.22
O6 -0.16 -2.25 1.50
C6 2.15 -1.08 0.97
F1 2.63 -1.81 -0.01
F2 2.53 0.19 0.76
F3 2.75 -1.41 2.13
C7 -0.37 0.63 -0.54
C8 -1.22 0.54 -1.81
H9 -1.69 1.51 -1.95
H10 -0.60 0.28 -2.66
H11 -1.92 -0.30 -1.75
H12 0.50 1.25 -0.77
H13 -0.80 1.32 0.18
H14 0.16 -0.31 1.75
C9 7.26 -1.99 0.16
O7 6.83 -0.67 0.51
H15 7.94 -2.00 -0.69
H16 7.69 -2.53 1.00
H17 6.48 -2.70 -0.14
H18 7.52 -0.04 0.72
C10 -2.17 -3.06 -2.64
O8 -1.52 -2.68 -1.40
H19 -2.60 -2.20 -3.15
H20 -1.50 -3.67 -3.24
H21 -2.93 -3.74 -2.25
H22 -1.02 -1.88 -1.56
C11 1.31 -1.11 -5.84
O9 2.63 -0.74 -5.57
H23 1.34 -1.49 -6.86
H24 0.75 -1.79 -5.20
H25 0.77 -0.17 -5.75
H26 3.19 -1.52 -5.55
C12 -2.67 5.08 1.71
O10 -3.55 4.73 0.63
H27 -2.48 6.15 1.68
H28 -3.25 4.77 2.58
H29 -1.70 4.58 1.69
H30 -4.17 4.00 0.75
C13 0.21 5.03 -0.46
O11 -0.70 3.98 -0.90
H31 -0.49 5.78 -0.07
H32 0.83 4.59 0.32
H33 0.82 5.47 -1.25
H34 -1.64 4.19 -0.90
C14 4.43 -0.99 -2.48
O12 4.83 -0.03 -1.46
H35 3.79 -1.76 -2.05
H36 3.71 -0.54 -3.16
H37 5.29 -1.48 -2.93
H38 5.45 -0.44 -0.86
C15 -4.24 -0.24 -6.14
O13 -5.20 0.70 -6.32
H39 -4.38 -1.01 -5.39
H40 -4.19 -0.71 -7.12
H41 -3.22 0.15 -6.11
H42 -5.77 0.42 -7.04
C16 1.06 -1.62 5.02
O14 0.38 -2.73 4.39
H43 0.61 -1.57 6.02
H44 2.13 -1.74 5.16
H45 0.98 -0.85 4.26
H46 0.64 -2.61 3.47
C17 4.07 5.41 0.59
O15 5.17 5.01 -0.29
H47 4.04 4.79 1.48
H48 4.31 6.40 0.99
H49 3.13 5.56 0.06
H50 4.86 4.22 -0.75
C18 0.57 0.97 7.21
O16 -0.48 1.12 6.23
H51 0.30 0.20 7.93
H52 1.50 0.59 6.79
H53 0.66 1.88 7.79
H54 -0.11 1.45 5.41
C19 -4.64 1.62 -0.32
O17 -5.38 2.67 0.19
H55 -5.25 0.72 -0.43
H56 -4.30 1.83 -1.33
H57 -3.80 1.28 0.28
H58 -6.31 2.45 0.08
C20 -1.00 4.76 -4.17
O18 -1.55 6.02 -4.68
H59 -0.11 4.88 -3.55
H60 -1.67 4.15 -3.57
H61 -0.87 4.12 -5.04
H62 -2.36 5.83 -5.15
C21 1.53 -4.50 -1.20
O19 0.44 -4.66 -0.32
H63 1.46 -3.53 -1.70
H64 2.47 -4.41 -0.66
H65 1.66 -5.33 -1.89
H66 0.21 -5.58 -0.42
C22 -2.48 0.72 3.10
O20 -2.14 -0.23 4.04
H67 -2.61 0.34 2.09
H68 -3.42 1.24 3.24
H69 -1.77 1.53 2.92
H70 -2.28 -1.11 3.68
C23 -3.71 6.56 -2.09
O21 -4.19 7.30 -0.97
H71 -3.24 6.95 -2.99
H72 -3.02 5.79 -1.75
H73 -4.62 6.03 -2.41
H74 -3.94 6.80 -0.19
C24 -4.81 4.15 -5.12
O22 -4.12 5.37 -5.53
H75 -5.77 4.04 -5.62
H76 -4.28 3.27 -5.50
H77 -4.89 4.15 -4.04
H78 -4.42 5.66 -6.39
C25 -2.00 -2.84 -6.67
O23 -0.72 -3.11 -7.16
H79 -2.81 -3.54 -6.90
H80 -1.97 -2.93 -5.58
H81 -2.40 -1.86 -6.95
H82 -0.50 -4.02 -6.96
C26 1.34 2.93 2.94
O24 0.99 1.91 3.87
H83 1.96 3.73 3.33
H84 1.87 2.54 2.07
H85 0.45 3.38 2.51
H86 1.82 1.45 4.01
C27 4.53 0.10 5.64
O25 3.96 1.35 5.28
H87 5.11 -0.31 4.82
H88 5.05 0.03 6.60
H89 3.71 -0.61 5.69
H90 3.74 1.74 6.13
C28 4.68 -4.05 5.25
O26 5.33 -3.67 6.44
H91 5.12 -3.65 4.33
H92 4.94 -5.11 5.22
H93 3.62 -3.86 5.37
H94 6.26 -3.50 6.26
C29 2.80 2.57 -2.12
O27 3.96 2.51 -1.39
H95 2.14 3.37 -1.79
H96 3.01 2.81 -3.16
H97 2.31 1.59 -2.02
H98 4.39 1.65 -1.45
C30 2.92 -4.61 2.01
O28 2.21 -5.59 2.76
H99 3.51 -3.97 2.67
H100 3.67 -4.97 1.31
H101 2.17 -3.95 1.57
H102 1.31 -5.46 2.43
C31 5.61 2.10 1.93
O29 5.34 2.71 3.15
H103 6.52 1.51 2.06
H104 4.80 1.50 1.53
H105 5.92 2.85 1.21
H106 4.88 2.16 3.79
C32 -6.21 -2.41 -2.35
O30 -5.07 -1.63 -2.10
H107 -6.64 -2.30 -3.34
H108 -5.96 -3.45 -2.13
H109 -7.04 -2.29 -1.66
H110 -4.78 -2.03 -1.27

Atom charges from the Mulliken analysis, given in e for atoms 1 to 4: number 1, In, carries 1.030; number 2, Y, carries 0.862; number 3, O, carries -0.598; number 4, C, carries -0.646

---

Entry 4:
A structure of composition C6H24N12O6V at a distorted geometry. Source: the OMol25 dataset; level of theory: the ωB97M-V functional and the def2-TZVPD basis.

ΔE to the lowest compared entry with this formula, charge and spin: 0.0 kJ/mol
DFT total energy: -62461.7127 eV
spin multiplicity: 4
HOMO energy (spin up / spin down): -12.49 / -15.39 eV
maximum force: 0.0518 hartree/bohr
molecular weight: 411.3 Da
frontier orbital gap (spin up / spin down): 8.14 / 11.04 eV
net charge: +2

Geometry (Å):
V1 -25.53 27.62 5.06
C1 -22.75 27.30 3.23
O1 -23.88 27.29 3.69
N1 -21.67 26.74 3.83
N2 -22.48 27.77 1.95
H1 -21.88 25.94 4.41
H2 -20.76 26.81 3.40
H3 -21.53 27.71 1.62
H4 -23.11 28.42 1.51
C2 -27.88 28.17 7.38
O2 -27.03 28.07 6.46
N3 -28.39 27.04 7.90
N4 -28.44 29.30 7.80
H5 -28.03 26.12 7.72
H6 -29.00 27.08 8.70
H7 -28.15 30.21 7.46
H8 -29.20 29.32 8.45
C3 -26.60 25.31 3.07
O3 -26.15 25.66 4.18
N5 -27.93 25.21 2.85
N6 -25.83 25.03 2.00
H9 -28.55 25.71 3.46
H10 -28.32 24.93 1.97
H11 -26.21 25.07 1.08
H12 -24.82 25.07 1.99
C4 -23.52 26.57 7.42
O4 -24.06 26.89 6.35
N7 -23.07 25.32 7.67
N8 -23.59 27.35 8.53
H13 -22.82 24.72 6.90
H14 -22.59 25.06 8.51
H15 -23.42 27.12 9.49
H16 -23.83 28.31 8.34
C5 -28.05 28.82 3.07
O5 -27.11 28.73 3.86
N9 -27.88 29.10 1.75
N10 -29.35 28.64 3.44
H17 -26.99 28.98 1.31
H18 -28.74 29.08 1.23
H19 -29.53 28.57 4.42
H20 -30.12 28.80 2.81
C6 -24.14 30.76 4.92
O6 -24.65 29.63 5.04
N11 -24.84 31.84 4.53
N12 -22.82 30.92 5.08
H21 -24.51 32.76 4.28
H22 -25.83 31.81 4.75
H23 -22.35 31.76 4.78
H24 -22.22 30.12 5.22

Atom charges from the Mulliken analysis, given in e for atoms 1 to 4: number 1, V, carries 1.609; number 2, C, carries 0.520; number 3, O, carries -0.379; number 4, N, carries -0.421

---

Entry 5:
The molecule C6H10O. Source: the OMol25 dataset; level of theory: the ωB97M-V functional and the def2-TZVPD basis.

ΔE to the lowest compared entry with this formula, charge and spin: 508.9 kJ/mol
DFT total energy: -8425.9662 eV
spin multiplicity: 1
HOMO energy (spin up / spin down): -7.00 / -7.00 eV
maximum force: 0.0105 hartree/bohr
molecular weight: 98.1 Da
frontier orbital gap (spin up / spin down): 6.53 / 6.53 eV

Geometry (Å):
C1 -1.08 -0.19 0.44
C2 -1.28 -1.53 0.06
O1 1.02 -1.12 -0.99
C3 1.70 -0.54 0.00
C4 1.57 1.00 0.08
C5 0.42 1.64 -0.13
C6 -0.85 0.90 -0.53
H1 -1.13 0.04 1.51
H2 -2.33 -0.89 0.23
H3 -1.32 -2.30 0.83
H4 -1.25 -1.82 -0.98
H5 1.33 -0.83 1.04
H6 2.80 -0.75 0.04
H7 2.44 1.58 0.37
H8 0.34 2.72 -0.01
H9 -0.72 0.46 -1.52
H10 -1.69 1.60 -0.51

Atom charges from the Mulliken analysis, given in e for atoms 1 to 4: number 1, C, carries -0.139; number 2, C, carries -0.646; number 3, O, carries -0.784; number 4, C, carries -0.497